(1)
This record from OMol25 describes a molecular structure, C23H36Br15ClN5O6PS. The level of theory is the ωB97M-V functional and the def2-TZVPD basis.

Results
Total charge   0
Total energy   -41433.08310 a.u.
Frontier orbital gap   7.103 eV

Cartesian coordinates (Å):
C  1.5064  -3.9422  0.7168
C  2.6818  -3.3804  -0.0819
C  2.2296  -2.6637  -1.3606
C  2.0173  -1.1530  -1.1423
C  0.6565  -0.6525  -1.6312
N  -0.3891  -1.2764  -0.7256
C  -1.6811  -0.6920  -1.2049
P  -3.0047  -1.9133  -0.8338
N  -3.3639  -2.6858  -2.1222
O  -4.2542  -1.1254  -0.2185
O  -2.3870  -2.8959  0.3077
C  -1.8146  0.7867  -0.8181
C  -3.1413  1.2927  -1.4519
C  -4.2165  1.9012  -0.5737
O  -5.3317  1.5310  -0.6042
Cl  -3.8468  3.2864  0.4627
N  -1.6954  1.0777  0.6494
C  -2.1161  0.3809  1.5409
S  -2.6018  -0.5667  2.6793
N  -0.7119  1.4656  -1.4856
C  -0.6759  2.9143  -1.2945
C  0.3988  3.5694  -0.4070
C  0.0132  3.7131  1.0829
C  0.5649  2.6842  2.0720
N  1.4066  3.3422  3.1259
C  2.3560  2.4172  3.6669
C  1.8486  1.1455  4.2984
O  3.5268  2.6353  3.6119
C  0.5905  0.8401  -1.4251
C  1.4862  1.4128  -2.6235
O  0.8792  1.4322  -3.7036
O  2.6645  1.7248  -2.3415
H  1.8471  -4.5330  1.5631
H  0.8920  -4.5916  0.0924
H  0.8758  -3.1410  1.1101
H  3.2438  -2.7130  0.5703
H  3.3369  -4.2117  -0.3363
H  3.0034  -2.7884  -2.1134
H  1.3224  -3.1630  -1.7122
H  2.0270  -0.9687  -0.0612
H  2.8112  -0.5446  -1.5629
H  0.5115  -0.9788  -2.6572
H  -0.1935  -1.0316  0.2459
H  -0.3832  -2.2866  -0.8829
H  -1.5823  -0.7254  -2.2995
H  -3.1649  -3.6777  -1.9907
H  -4.8145  -1.7407  0.2747
H  -3.0784  -3.1213  0.9433
H  -3.6532  0.4941  -1.9834
H  -2.9144  2.0428  -2.2081
H  -0.5562  3.3409  -2.2935
H  -1.6221  3.3094  -0.9389
H  1.4001  3.1557  -0.5129
H  0.4727  4.5916  -0.7750
H  0.3960  4.6732  1.4260
H  -1.0692  3.7710  1.1741
H  -0.2733  2.1851  2.5643
H  1.1575  1.9016  1.6030
H  0.7707  3.5852  3.8795
H  2.6408  0.6822  4.8729
H  1.5789  0.4615  3.4920
H  0.9504  1.3294  4.8829
H  1.1583  1.0564  -0.5106
C  -6.5064  1.0578  2.9956
Br  -6.3649  -0.7441  3.6644
Br  -8.2963  1.7330  3.1376
Br  -5.2332  2.2024  3.8719
H  -6.2533  1.0360  1.9438
C  -4.7904  -6.6575  -3.5076
Br  -5.6204  -8.3252  -3.0380
Br  -6.0749  -5.3441  -4.0630
Br  -3.6869  -5.9937  -2.0729
H  -4.1366  -6.8460  -4.3459
C  5.2083  2.8273  0.9186
Br  5.4374  4.1233  -0.4821
Br  3.9939  1.4387  0.3885
Br  6.8949  2.1050  1.5084
H  4.7652  3.3322  1.7638
C  -1.5713  -1.1870  -5.8157
Br  -2.2668  -0.0407  -4.4351
Br  0.0633  -2.0380  -5.2667
Br  -2.8821  -2.4698  -6.3919
H  -1.3372  -0.5570  -6.6608
C  9.5388  1.5845  4.3440
Br  8.1930  0.4562  5.1261
Br  10.9429  1.9894  5.5953
Br  10.2353  0.8307  2.7172
H  9.0611  2.5180  4.0837

What are the Mulliken partial charges on each atom? They are as follows, in elementary charge units:
1. C -1.09
2. C -0.64
3. C -0.85
4. C -0.32
5. C -0.11
6. N 0.62
7. C -0.22
8. P 0.58
9. N -0.56
10. O -0.33
11. O -0.45
12. C 0.85
13. C -1.13
14. C 0.28
15. O -0.52
16. Cl -0.11
17. N 0.37
18. C 0.26
19. S -0.32
20. N 1.04
21. C -1.17
22. C -0.85
23. C -1.01
24. C 0.51
25. N -0.31
26. C 0.45
27. C -0.89
28. O -0.50
29. C 1.59
30. C 0.00
31. O -0.68
32. O -0.62
33. H 0.44
34. H 0.29
35. H 0.12
36. H 0.32
37. H 0.45
38. H 0.42
39. H 0.50
40. H 0.15
41. H 0.79
42. H -1.08
43. H 0.51
44. H 0.59
45. H -1.26
46. H -0.19
47. H 0.39
48. H 0.36
49. H 0.32
50. H 0.88
51. H 0.54
52. H 0.60
53. H 0.40
54. H 0.61
55. H 0.64
56. H 0.10
57. H 0.39
58. H -0.65
59. H 0.34
60. H 0.38
61. H 0.11
62. H 0.34
63. H -1.80
64. C 0.17
65. Br -0.06
66. Br -0.02
67. Br -0.02
68. H -0.10
69. C -0.37
70. Br -0.02
71. Br -0.01
72. Br 0.00
73. H 0.38
74. C -0.30
75. Br -0.02
76. Br 0.17
77. Br 0.01
78. H 0.29
79. C -0.40
80. Br 0.07
81. Br -0.01
82. Br -0.03
83. H 0.45
84. C -0.30
85. Br 0.02
86. Br -0.05
87. Br -0.02
88. H 0.32


(2)
This record from OMol25 describes a gas-phase ion, C23H36ClF4N2O5S (charge +1). The level of theory is the ωB97M-V functional and the def2-TZVPD basis.

Results
Total charge   +1
Total energy   -2640.58234 a.u.
Frontier orbital gap   8.239 eV
Structure (SMILES)   C#C[N@+]1(CCCC)[C@@](S)(CC(=O)N(C)C)O[C@@](CCCF)(CCOC(C)=O)[C@@]1(Cl)C[C@@H](O)C(F)(F)F

Cartesian coordinates (Å):
C  -4.4461  -1.7127  1.4221
C  -3.2441  -1.0385  1.0374
N  -2.0796  -0.1023  0.6313
C  -2.8007  1.2262  0.6064
C  -1.9535  2.5148  0.0950
C  -3.0350  3.4849  -0.7360
C  -3.9242  4.4505  0.2591
C  -1.6007  -0.7476  -0.6467
S  -2.1230  -2.5409  -1.0282
C  -1.8641  -0.0439  -2.1016
C  -1.6621  -1.0627  -3.3960
O  -2.7466  -1.2937  -4.1652
N  -0.3219  -1.6734  -3.7488
C  -0.4783  -2.7307  -4.8263
C  0.6684  -0.5969  -4.2405
O  -0.1094  -0.9162  -0.6526
C  0.5612  -0.4829  0.6184
C  1.5253  -1.7563  0.9864
C  1.0632  -3.1822  0.2434
C  2.1761  -4.3060  0.7885
F  2.8620  -5.0237  -0.3108
C  1.2025  0.9509  0.1615
C  2.8121  1.1263  0.3979
O  3.4838  1.0558  -0.9333
C  4.9468  1.2060  -0.6582
C  5.8601  -0.1675  -0.9021
O  5.5108  2.3687  -0.2519
C  -0.8257  -0.2416  1.5238
Cl  -1.1924  -1.8335  2.4777
C  -0.7377  0.8279  2.7857
C  0.4162  0.4946  3.8928
O  1.8009  0.5284  3.4017
C  0.3176  1.7118  5.0370
F  0.5191  3.0649  4.4718
F  -1.0098  1.5569  5.6896
F  1.3992  1.4209  6.0490
H  -5.2650  -2.2223  2.1128
H  -3.7609  1.0669  -0.0852
H  -3.2387  1.4090  1.6930
H  -1.5529  3.2164  0.9739
H  -1.0914  2.2988  -0.6679
H  -3.7347  2.8165  -1.4321
H  -2.3950  4.1663  -1.4510
H  -4.7440  4.9717  -0.4346
H  -3.2651  5.3332  0.6999
H  -4.5182  3.8608  1.0822
H  -1.0322  -3.1893  -1.6853
H  -2.9453  0.4192  -2.1439
H  -1.1235  0.8680  -2.3123
H  -1.0044  -3.6703  -4.3661
H  -0.9757  -2.3437  -5.8158
H  0.6216  -3.0794  -5.1175
H  0.5363  -0.4216  -5.4138
H  1.7471  -1.0429  -4.0031
H  0.5434  0.4262  -3.6629
H  1.6173  -1.9680  2.1582
H  2.6587  -1.6261  0.6324
H  0.0245  -3.5754  0.6052
H  1.2052  -3.1540  -0.9217
H  1.5796  -5.1308  1.4059
H  2.9135  -3.8087  1.5762
H  1.0210  1.0820  -1.0111
H  0.6958  1.9009  0.6544
H  3.0067  2.2395  0.7793
H  3.2829  0.4146  1.1985
H  5.5215  -0.9092  -0.0311
H  5.5073  -0.6007  -1.9414
H  7.0141  0.0746  -0.8648
H  -0.5566  1.9472  2.4372
H  -1.7793  0.7746  3.3347
H  0.2742  -0.4971  4.4963
H  2.2416  1.4167  3.5430

What are the Mulliken partial charges on each atom? They are as follows, in elementary charge units:
1. C -1.35
2. C 0.10
3. N 1.75
4. C -1.18
5. C 0.13
6. C -0.64
7. C -0.98
8. C -0.08
9. S -0.22
10. C -0.08
11. C -0.25
12. O -0.63
13. N 0.38
14. C -0.83
15. C -0.84
16. O -0.65
17. C 1.06
18. C -0.88
19. C 0.27
20. C -0.30
21. F -0.34
22. C -0.23
23. C -0.80
24. O -0.30
25. C 0.58
26. C -0.71
27. O -0.54
28. C 0.35
29. Cl -0.11
30. C -0.76
31. C -0.23
32. O -0.44
33. C 0.58
34. F -0.23
35. F -0.24
36. F -0.24
37. H 0.39
38. H 0.65
39. H 0.45
40. H 0.35
41. H -0.12
42. H 0.31
43. H 0.35
44. H 0.35
45. H 0.28
46. H 0.25
47. H 0.16
48. H 0.26
49. H 0.14
50. H 0.25
51. H 0.30
52. H 0.33
53. H 0.34
54. H 0.27
55. H 0.23
56. H 0.36
57. H 0.23
58. H 0.19
59. H 0.01
60. H 0.25
61. H 0.27
62. H -0.06
63. H 0.18
64. H 0.42
65. H 0.43
66. H 0.20
67. H 0.27
68. H 0.30
69. H 0.11
70. H 0.45
71. H 0.39
72. H 0.37


(3)
This record from OMol25 describes a molecular structure, C23H36MgN2SeSi4. The level of theory is the ωB97M-V functional and the def2-TZVPD basis.

Results
Total charge   -2
Total energy   -4767.13403 a.u.
Frontier orbital gap   4.482 eV
Relative energy (zero: lowest compared OMol25 entry of this formula, charge and spin)   23.2 kJ/mol

Cartesian coordinates (Å):
Mg  -0.2140  -0.2091  -0.4872
Se  -0.5443  -2.5219  -1.3774
C  0.2783  -3.5585  2.5616
Si  -0.7846  -2.1040  3.1371
C  -2.5570  -2.4465  2.5558
C  -0.8407  -2.2144  5.0520
Si  0.0054  -0.0900  2.2190
Si  -1.3522  1.6426  3.0338
C  -3.1204  1.4871  2.3451
C  -0.7371  3.3491  2.4498
C  -1.5851  1.8636  4.9260
Si  2.1134  0.3088  3.1637
C  3.3723  -1.0712  2.7652
C  2.3316  0.5556  5.0538
C  2.8744  1.8934  2.4137
H  -0.1077  -4.5226  2.9091
H  1.3156  -3.4644  2.9007
H  0.2760  -3.5735  1.4652
H  -2.8951  -3.4484  2.8375
H  -2.5842  -2.3832  1.4635
H  -3.2698  -1.7216  2.9610
H  -1.2246  -3.1801  5.3966
H  -1.4794  -1.4288  5.4668
H  0.1596  -2.0786  5.4749
H  -3.0762  1.2816  1.2717
H  -3.7091  2.3982  2.4901
H  -3.6579  0.6606  2.8185
H  -0.5473  3.3226  1.3726
H  0.1977  3.6257  2.9472
H  -1.4664  4.1417  2.6448
H  -2.0072  0.9581  5.3721
H  -2.2458  2.7014  5.1708
H  -0.6192  2.0423  5.4084
H  3.1663  -1.9688  3.3551
H  4.4033  -0.7639  2.9652
H  3.3055  -1.3549  1.7124
H  1.9766  -0.3251  5.5970
H  1.7421  1.4091  5.4018
H  3.3759  0.7288  5.3325
H  2.6990  1.9228  1.3346
H  3.9536  1.9647  2.5805
H  2.4085  2.7868  2.8389
C  -1.0603  1.6537  -1.0360
C  -1.6054  2.7003  -1.3558
C  -2.2392  3.9291  -1.7045
C  -2.9475  4.6764  -0.7534
C  -3.5817  5.8556  -1.1081
C  -3.5231  6.3233  -2.4146
C  -2.8096  5.6025  -3.3640
C  -2.1737  4.4230  -3.0156
H  -2.9892  4.3147  0.2662
H  -4.1257  6.4213  -0.3601
H  -4.0322  7.2390  -2.6924
H  -2.7491  5.9671  -4.3833
H  -1.6163  3.8607  -3.7531
N  4.8263  3.4661  -2.5323
C  4.3403  2.4816  -2.1874
C  3.7641  1.2465  -1.7870
C  4.5204  0.0663  -1.8119
C  3.9209  -1.1211  -1.4530
C  2.5824  -1.1173  -1.0758
N  1.8752  0.0115  -1.0215
C  2.4319  1.1589  -1.3699
H  5.5584  0.1100  -2.1170
H  4.4740  -2.0498  -1.4675
H  2.0255  -2.0279  -0.8491
H  1.7948  2.0375  -1.3201

What are the Mulliken partial charges on each atom? They are as follows, in elementary charge units:
1. Mg 0.90
2. Se -1.31
3. C -0.84
4. Si 0.34
5. C -0.99
6. C -1.10
7. Si -0.04
8. Si 0.12
9. C -1.15
10. C -0.99
11. C -1.14
12. Si 0.29
13. C -1.10
14. C -1.16
15. C -0.96
16. H 0.36
17. H 0.23
18. H 0.14
19. H 0.38
20. H 0.20
21. H 0.27
22. H 0.37
23. H 0.23
24. H 0.22
25. H 0.27
26. H 0.42
27. H 0.34
28. H 0.18
29. H 0.32
30. H 0.39
31. H 0.24
32. H 0.36
33. H 0.21
34. H 0.27
35. H 0.39
36. H 0.23
37. H 0.23
38. H 0.25
39. H 0.35
40. H 0.05
41. H 0.40
42. H 0.31
43. C -1.50
44. C 1.29
45. C 0.18
46. C -0.31
47. C -0.48
48. C -0.37
49. C -0.41
50. C -0.54
51. H 0.33
52. H 0.36
53. H 0.35
54. H 0.34
55. H 0.43
56. N -0.58
57. C 0.08
58. C 0.25
59. C -0.28
60. C -0.69
61. C -0.30
62. N 0.19
63. C -0.28
64. H 0.47
65. H 0.41
66. H 0.10
67. H 0.48


Q: Which of these has the lowest total energy?
A: C23H36Br15ClN5O6PS


Q: The highest total energy belongs to which entry?
A: C23H36ClF4N2O5S


Q: Which of these has the lowest frontier orbital gap?
A: C23H36MgN2SeSi4


Q: What is the total energy in the first record?
A: -41433.08310 a.u.